(1)
The following is a DFT calculation (the ωB97M-V functional and the def2-TZVPD basis) of 2 unconnected molecules or ions with the total composition C5H15NO2S.

Atoms and positions in Å:
1 C -1.60 0.80 0.10
2 C -1.31 0.41 1.56
3 O -0.62 1.40 2.30
4 C -0.46 1.53 -0.58
5 N 0.79 0.75 -0.63
6 C 0.72 -0.37 -1.60
7 C 0.91 -1.71 -0.88
8 S 0.65 -3.13 -1.98
9 H -2.50 1.40 0.06
10 H -1.85 -0.10 -0.48
11 H -2.25 0.27 2.11
12 H -0.78 -0.55 1.58
13 H 0.16 1.64 1.81
14 H -0.78 1.87 -1.58
15 H -0.22 2.46 -0.06
16 H 1.56 1.35 -0.91
17 H -0.20 -0.38 -2.18
18 H 1.53 -0.27 -2.34
19 H 0.22 -1.76 -0.03
20 H 1.92 -1.75 -0.48
21 H -0.69 -3.20 -1.88
22 H 1.31 -0.09 2.73
23 H 1.60 -0.12 1.24
24 O 1.90 -0.47 2.11

Summary:
Frontier orbital gap   9.91 eV
LUMO energy   0.68 eV
SMILES string   OCCCNCCS.O
Molecular weight   153.25 g/mol



(2)
The following is a DFT calculation (the ωB97M-V functional and the def2-TZVPD basis) of a molecular structure, C36H30BBrF4N10O3Re.

Atoms and positions in Å:
1 Re 0.62 -0.26 -0.75
2 O 0.80 -4.08 1.34
3 C 1.70 -4.71 0.52
4 C 2.48 -5.77 1.00
5 C 3.17 -6.59 0.13
6 C 3.18 -6.30 -1.24
7 C 2.53 -5.15 -1.71
8 C 1.86 -4.33 -0.81
9 C 1.32 -3.05 -1.36
10 O 0.58 -2.24 -0.41
11 N 2.37 -2.17 -1.86
12 N 2.22 -0.84 -1.60
13 C 3.29 -0.01 -1.82
14 C 3.09 1.33 -1.86
15 Br 1.14 1.92 -1.69
16 C 4.01 2.37 -2.03
17 C 5.29 2.19 -2.57
18 C 6.18 3.28 -2.49
19 C 7.51 3.20 -2.86
20 C 8.04 1.96 -3.26
21 C 7.16 0.88 -3.39
22 C 5.79 1.08 -3.27
23 H 0.50 -3.26 0.84
24 H 2.40 -6.00 2.08
25 H 3.81 -7.39 0.52
26 H 3.67 -7.02 -1.92
27 H 2.61 -4.92 -2.78
28 H 0.53 -3.31 -2.14
29 H 3.11 -2.49 -2.44
30 H 4.30 -0.50 -1.94
31 H 3.76 3.40 -1.81
32 H 5.85 4.22 -2.04
33 H 8.16 4.08 -2.87
34 H 9.12 1.81 -3.45
35 H 7.54 -0.13 -3.61
36 H 5.15 0.25 -3.57
37 C 0.38 1.71 4.47
38 N 0.77 1.05 3.27
39 C 0.30 1.07 2.00
40 N 1.00 0.16 1.26
41 C 1.90 -0.34 2.14
42 N 1.75 0.10 3.38
43 C -0.70 2.74 4.25
44 C -0.53 4.12 4.45
45 C -1.56 5.03 4.09
46 C -2.77 4.58 3.62
47 C -2.94 3.19 3.45
48 C -1.89 2.30 3.74
49 C -4.15 2.66 2.85
50 N -5.36 3.23 2.84
51 N -6.15 2.39 2.13
52 C -5.42 1.35 1.77
53 O -4.14 1.43 2.20
54 C -5.87 0.31 0.90
55 C -7.23 0.29 0.52
56 C -7.66 -0.54 -0.55
57 C -6.68 -1.35 -1.17
58 C -5.31 -1.31 -0.81
59 C -4.35 -2.24 -1.43
60 N -3.10 -1.58 -1.86
61 C -1.91 -1.64 -1.27
62 N -1.01 -0.80 -1.88
63 C -1.78 -0.26 -2.88
64 N -3.01 -0.70 -2.90
65 C -4.92 -0.45 0.21
66 H 1.30 2.19 4.91
67 H -0.02 0.97 5.20
68 H -0.35 1.81 1.60
69 H 2.61 -1.13 1.89
70 H 0.39 4.51 4.89
71 H -1.42 6.11 4.22
72 H -3.54 5.26 3.30
73 H -2.07 1.21 3.59
74 H -7.88 0.94 1.12
75 H -8.68 -0.53 -0.90
76 H -6.94 -2.06 -1.96
77 H -4.81 -2.60 -2.36
78 H -4.03 -3.09 -0.79
79 H -1.72 -2.27 -0.40
80 H -1.42 0.47 -3.58
81 H -3.85 -0.36 0.44
82 F -1.40 3.19 0.09
83 B -2.05 2.18 -0.62
84 F -1.40 0.91 -0.12
85 F -1.84 2.32 -1.98
86 F -3.37 2.02 -0.25

Summary:
Frontier orbital gap (alpha / beta)   4.39 / 3.66 eV
Total charge   +2
2S+1   4
LUMO energy (alpha / beta)   -7.71 / -8.44 eV
Molecular weight   1003.62 g/mol



(3)
The following is a DFT calculation (the ωB97M-V functional and the def2-TZVPD basis) of 2 unconnected molecules or ions with the total composition C5H10O.

Atoms and positions in Å:
1 C -1.61 1.40 -0.16
2 C -0.74 -1.25 -0.30
3 C 0.37 -1.27 0.43
4 C 1.72 -0.90 -0.12
5 C 1.59 0.53 0.30
6 O 1.22 1.42 -0.43
7 H -1.66 2.48 -0.21
8 H -1.79 1.08 0.87
9 H -2.44 0.99 -0.76
10 H -1.70 -1.47 0.15
11 H -0.70 -1.15 -1.38
12 H 0.30 -1.39 1.51
13 H 2.54 -1.43 0.37
14 H 1.78 -1.00 -1.21
15 H 1.68 0.70 1.39
16 H -0.55 1.27 -0.45

Summary:
Frontier orbital gap   10.39 eV
LUMO energy   0.82 eV
SMILES string   C=CCC=O.C
Molecular weight   86.13 g/mol



(4)
The following is a DFT calculation (the ωB97M-V functional and the def2-TZVPD basis) of a molecular structure, C14H16N4O4S2.

Atoms and positions in Å:
1 O -4.77 -2.29 0.52
2 C -3.71 -1.73 -0.02
3 N -2.57 -1.48 0.76
4 C -1.42 -1.22 0.41
5 N -0.91 -1.52 -0.88
6 N 0.24 -0.96 -0.76
7 C 0.65 -0.49 0.45
8 S -0.41 -0.40 1.48
9 S 2.29 0.43 0.40
10 O 2.58 0.52 1.89
11 O 2.29 1.76 -0.32
12 N 3.20 -0.73 -0.17
13 C 4.61 -1.17 0.48
14 H 4.57 -0.42 1.61
15 C 5.58 -0.38 -0.50
16 H 6.54 -0.74 -0.07
17 H 5.58 0.56 -0.24
18 C 5.00 -0.87 -1.64
19 H 5.43 -0.05 -2.60
20 H 5.35 -1.78 -1.83
21 C 3.47 -0.83 -1.60
22 H 2.91 -1.60 -1.79
23 H 3.03 0.19 -1.86
24 H 4.71 -2.01 0.90
25 H -2.89 -1.63 1.52
26 C -3.75 -0.98 -1.36
27 O -4.07 0.18 -1.09
28 C -2.96 1.32 -0.76
29 C -1.97 1.28 -1.43
30 C -0.81 2.09 -1.07
31 C -0.90 2.91 0.02
32 C -2.07 2.64 0.74
33 C -3.05 1.89 0.50
34 H -3.98 1.60 1.07
35 H -2.13 3.13 1.81
36 H -0.04 3.62 0.42
37 H 0.05 2.24 -1.94
38 H -1.83 0.81 -2.22
39 H -4.70 -1.30 -1.94
40 H -3.01 -1.04 -1.78

Summary:
Frontier orbital gap   8.69 eV
LUMO energy   -0.10 eV
Molecular weight   368.44 g/mol



(5)
The following is a DFT calculation (the ωB97M-V functional and the def2-TZVPD basis) of a single C2H5FIP molecule.

Atoms and positions in Å:
1 C -0.44 0.24 0.40
2 C 0.93 0.81 -0.73
3 F -1.59 -1.76 -0.66
4 P -0.42 -1.56 0.50
5 I 2.83 0.32 0.09
6 H -0.12 0.66 1.45
7 H -1.41 0.51 0.03
8 H 0.90 0.40 -1.78
9 H 0.87 1.98 -0.76
10 H -1.55 -1.62 1.47

Summary:
Frontier orbital gap   9.84 eV
LUMO energy   0.31 eV
SMILES string   FPCCI
Molecular weight   205.94 g/mol



(6)
The following is a DFT calculation (the ωB97M-V functional and the def2-TZVPD basis) of a single C16H25N3O2 molecule.

Atoms and positions in Å:
1 O -2.72 -1.68 1.47
2 O 1.19 -2.55 -0.57
3 C -1.66 -1.29 0.98
4 C 0.36 -1.73 -0.21
5 C -1.36 0.15 0.92
6 C -0.21 0.59 0.28
7 N -0.77 -2.21 0.42
8 N -2.19 1.08 1.53
9 N 0.64 -0.36 -0.34
10 C 0.19 2.05 0.28
11 C -0.99 -3.67 0.55
12 C -3.61 1.16 1.05
13 C -2.09 1.17 3.01
14 C -4.40 1.12 2.35
15 C -3.48 1.74 3.35
16 C 4.05 -0.33 -3.01
17 C 4.22 0.40 -1.68
18 C 2.68 -0.04 -3.59
19 C 3.17 -0.07 -0.68
20 C 1.63 -0.58 -2.66
21 C 1.75 0.07 -1.26
22 H -0.52 2.65 0.88
23 H 1.16 2.11 0.77
24 H 0.20 2.42 -0.73
25 H -1.24 -3.92 1.57
26 H -1.85 -4.01 -0.08
27 H -0.09 -4.27 0.35
28 H -3.87 0.34 0.41
29 H -3.78 2.09 0.50
30 H -1.95 0.18 3.45
31 H -1.28 1.84 3.37
32 H -5.37 1.66 2.22
33 H -4.58 0.07 2.61
34 H -3.47 2.81 3.23
35 H -3.78 1.50 4.37
36 H 4.16 -1.41 -2.85
37 H 4.84 0.06 -3.69
38 H 5.20 0.25 -1.23
39 H 4.09 1.47 -1.83
40 H 2.55 -0.44 -4.60
41 H 2.53 1.06 -3.64
42 H 3.35 -1.14 -0.44
43 H 3.26 0.53 0.22
44 H 1.78 -1.65 -2.59
45 H 0.61 -0.33 -3.04
46 H 1.65 1.12 -1.45

Summary:
Frontier orbital gap   8.90 eV
LUMO energy   0.67 eV
SMILES string   Cc1c(N2CCCC2)c(=O)n(C)c(=O)n1C1CCCCC1
Molecular weight   291.39 g/mol



(7)
The following is a DFT calculation (the ωB97M-V functional and the def2-TZVPD basis) of 2 unconnected molecules or ions with the total composition C4H8O2.

Atoms and positions in Å:
1 C 1.92 -0.30 -1.45
2 C 0.83 -0.60 -0.44
3 O 0.35 0.58 0.20
4 C -2.24 -0.08 1.02
5 O -2.37 -0.88 0.18
6 C -2.13 0.82 1.97
7 H 1.54 0.33 -2.27
8 H 2.75 0.23 -0.97
9 H 2.31 -1.22 -1.90
10 H 0.00 -1.14 -0.92
11 H 1.21 -1.23 0.36
12 H -1.17 1.28 2.13
13 H -3.00 1.07 2.57
14 H -0.01 1.15 -0.48

Summary:
Frontier orbital gap   9.93 eV
LUMO energy   0.87 eV
SMILES string   C=C=O.CCO
Molecular weight   88.11 g/mol



(8)
The following is a DFT calculation (the ωB97M-V functional and the def2-TZVPD basis) of a molecular structure, C2H3I3O2.

Atoms and positions in Å:
1 C 0.16 -0.59 0.42
2 C -0.54 0.17 -0.76
3 O 1.38 -1.09 0.22
4 O -1.64 0.11 -1.10
5 I 0.46 1.17 1.85
6 I 0.80 1.50 -1.81
7 I -3.67 2.21 0.21
8 H -0.54 -1.20 1.08
9 H 1.82 -0.62 -0.53
10 H -3.39 1.55 -1.36

Summary:
Frontier orbital gap (alpha / beta)   6.53 / 5.82 eV
2S+1   3
LUMO energy (alpha / beta)   0.25 / -3.84 eV
Molecular weight   439.76 g/mol



(9)
The following is a DFT calculation (the ωB97M-V functional and the def2-TZVPD basis) of a molecular structure, C20H40MnNOP3S.

Atoms and positions in Å:
1 Mn -0.30 -0.75 0.57
2 P 0.53 -2.55 -0.62
3 P 2.25 -0.03 1.46
4 P -2.61 0.27 0.26
5 H 1.56 2.87 0.05
6 C 0.75 3.64 0.14
7 C 0.44 4.13 1.35
8 H 1.09 3.99 2.23
9 C 1.80 -2.26 -1.88
10 C 1.22 -3.74 0.52
11 C -1.05 -3.06 -1.34
12 C 2.95 1.45 2.29
13 C 2.63 -1.14 2.86
14 C 3.74 -0.43 0.49
15 C -3.04 1.87 1.05
16 C -3.67 -1.02 1.00
17 C -3.36 0.30 -1.40
18 H 0.28 3.92 -0.80
19 H -0.54 4.60 1.54
20 H 1.73 -3.01 -2.68
21 H 2.81 -2.27 -1.43
22 H 1.68 -1.26 -2.29
23 H 1.04 -4.74 0.13
24 H 0.78 -3.63 1.52
25 H 2.30 -3.56 0.63
26 H -0.97 -4.02 -1.86
27 H -1.42 -2.29 -2.04
28 H -1.82 -3.12 -0.55
29 H 4.01 1.23 2.48
30 H 2.48 1.63 3.27
31 H 2.89 2.35 1.66
32 H 3.71 -1.05 3.00
33 H 2.38 -2.18 2.64
34 H 2.12 -0.84 3.77
35 H 4.60 -0.16 1.10
36 H 3.76 0.13 -0.45
37 H 3.80 -1.50 0.26
38 H -4.13 2.06 1.04
39 H -2.54 2.69 0.52
40 H -2.72 1.90 2.10
41 H -4.73 -0.71 1.03
42 H -3.32 -1.28 2.01
43 H -3.57 -1.92 0.38
44 H -4.40 0.66 -1.42
45 H -3.29 -0.71 -1.83
46 H -2.76 0.93 -2.05
47 C -0.03 0.86 -2.87
48 C 0.46 0.30 -4.03
49 C 0.20 0.92 -5.27
50 C -0.67 2.01 -5.33
51 C -1.25 2.51 -4.16
52 C -0.92 1.93 -2.93
53 O 0.42 0.35 -1.65
54 H 0.22 0.99 -0.92
55 H 1.05 -0.61 -4.00
56 H 0.69 0.53 -6.17
57 H -0.88 2.47 -6.30
58 H -1.98 3.33 -4.22
59 H -1.42 2.29 -2.03
60 S -0.47 -2.04 4.44
61 C -0.40 -0.32 4.71
62 C -0.56 0.37 3.54
63 N -0.79 -0.49 2.45
64 C -0.89 -1.80 2.82
65 H -0.25 0.12 5.69
66 H -0.51 1.44 3.35
67 H -1.17 -2.58 2.12

Summary:
Frontier orbital gap (alpha / beta)   3.67 / 6.11 eV
Total charge   +3
2S+1   5
LUMO energy (alpha / beta)   -12.77 / -10.35 eV
Molecular weight   490.47 g/mol



(10)
The following is a DFT calculation (the ωB97M-V functional and the def2-TZVPD basis) of a single C4H8FN3 molecule.

Atoms and positions in Å:
1 C 0.58 0.14 -0.07
2 C -0.81 -0.34 0.33
3 C -1.87 0.63 0.81
4 C -2.02 -0.03 -0.54
5 H 2.99 -0.60 -1.14
6 H 3.23 0.26 0.26
7 H 1.29 -1.67 0.52
8 H 1.52 1.59 -0.78
9 H -0.86 -1.32 0.86
10 H -1.69 1.69 0.88
11 H -2.58 0.22 1.56
12 H -1.89 0.55 -1.44
13 N 2.93 -0.60 -0.11
14 N 1.58 -0.83 0.09
15 N 0.59 1.29 -0.62
16 F -2.98 -0.98 -0.61

Summary:
Frontier orbital gap   10.26 eV
LUMO energy   0.89 eV
SMILES string   [H]/N=C(\NN)[C@H]1C[C@@H]1F
Molecular weight   117.13 g/mol



(11)
The following is a DFT calculation (the ωB97M-V functional and the def2-TZVPD basis) of a molecular structure, C46H40AsNOP2S3W.

Atoms and positions in Å:
1 W 11.98 -9.55 14.90
2 S 10.14 -9.71 16.27
3 P 11.54 -8.25 17.39
4 C 12.82 -8.37 16.26
5 P 14.26 -9.33 16.32
6 S 13.81 -10.91 14.95
7 C 14.80 -10.08 17.80
8 C 15.88 -9.48 18.50
9 C 16.41 -9.99 19.67
10 C 16.00 -11.25 20.07
11 C 15.05 -11.97 19.38
12 C 14.47 -11.38 18.24
13 C 15.66 -8.47 15.48
14 C 15.45 -7.19 14.94
15 C 16.42 -6.69 14.09
16 C 17.52 -7.42 13.76
17 C 17.78 -8.65 14.36
18 C 16.82 -9.19 15.24
19 C 11.88 -9.02 18.97
20 C 11.36 -10.30 19.29
21 C 11.25 -10.75 20.62
22 C 11.68 -9.95 21.65
23 C 12.17 -8.70 21.42
24 C 12.36 -8.27 20.10
25 C 10.57 -6.74 17.65
26 C 9.87 -6.49 18.88
27 C 8.88 -5.49 18.93
28 C 8.78 -4.58 17.88
29 C 9.57 -4.73 16.70
30 C 10.36 -5.89 16.54
31 H 16.42 -8.65 18.09
32 H 17.11 -9.45 20.30
33 H 16.41 -11.76 20.95
34 H 14.75 -12.94 19.73
35 H 13.66 -11.87 17.69
36 H 14.55 -6.60 15.03
37 H 16.27 -5.71 13.63
38 H 18.26 -7.10 13.08
39 H 18.57 -9.34 14.04
40 H 16.96 -10.26 15.55
41 H 11.12 -10.97 18.48
42 H 10.92 -11.81 20.79
43 H 11.62 -10.34 22.64
44 H 12.56 -8.14 22.24
45 H 12.89 -7.34 20.03
46 H 10.16 -6.98 19.82
47 H 8.33 -5.48 19.85
48 H 8.13 -3.72 18.02
49 H 9.66 -3.97 15.95
50 H 10.71 -6.30 15.61
51 N 7.04 0.01 13.87
52 C 6.58 -1.10 13.19
53 O 6.25 -2.14 13.77
54 C 6.29 -0.85 11.68
55 C 6.07 -1.97 10.85
56 H 6.94 0.04 14.87
57 H 7.37 0.85 13.37
58 H 7.04 -0.11 11.26
59 H 5.36 -0.28 11.65
60 H 5.66 -1.99 9.81
61 H 6.53 -2.89 11.12
62 S 11.90 -8.24 13.01
63 C 12.54 -9.47 11.87
64 C 13.04 -8.94 10.67
65 C 13.32 -9.76 9.56
66 C 13.13 -11.15 9.81
67 C 12.49 -11.61 10.92
68 C 12.14 -10.81 12.01
69 As 10.81 -11.48 13.35
70 C 9.15 -11.06 12.41
71 C 8.09 -10.25 12.87
72 C 7.22 -9.73 11.94
73 C 7.12 -10.24 10.61
74 C 8.01 -11.23 10.24
75 C 9.04 -11.60 11.15
76 C 10.97 -13.66 13.28
77 C 12.26 -14.21 13.26
78 C 12.41 -15.59 13.01
79 C 11.32 -16.43 12.87
80 C 10.08 -15.89 12.86
81 C 9.91 -14.50 12.99
82 H 13.08 -7.86 10.68
83 H 13.70 -9.41 8.61
84 H 13.42 -11.88 9.09
85 H 12.34 -12.68 10.96
86 H 7.99 -9.97 13.95
87 H 6.54 -8.88 12.28
88 H 6.42 -9.90 9.90
89 H 8.08 -11.64 9.27
90 H 9.89 -12.21 10.81
91 H 13.15 -13.59 13.45
92 H 13.40 -16.00 12.77
93 H 11.45 -17.52 12.73
94 H 9.14 -16.50 12.77
95 H 8.91 -14.10 12.98

Summary:
Frontier orbital gap (alpha / beta)   5.52 / 5.43 eV
2S+1   3
LUMO energy (alpha / beta)   0.22 / 0.20 eV
Molecular weight   1039.74 g/mol



(12)
The following is a DFT calculation (the ωB97M-V functional and the def2-TZVPD basis) of a single C4H5NO molecule.

Atoms and positions in Å:
1 O -1.54 1.58 0.92
2 C -0.85 0.69 0.51
3 C -1.02 -0.46 -0.49
4 N 0.32 -1.00 -0.11
5 C 1.28 0.05 -0.39
6 C 0.50 0.12 0.87
7 H -1.79 -1.14 -0.11
8 H -1.19 -0.27 -1.55
9 H 1.08 0.76 -1.19
10 H 2.32 -0.25 -0.31
11 H 0.90 -0.07 1.86

Summary:
Frontier orbital gap   10.66 eV
LUMO energy   0.97 eV
SMILES string   O=C1CN2C[C@@H]12
Molecular weight   83.09 g/mol